Below is a structure of composition C41H42F3FeN7O5PS, with properties calculated with wB97M-V/def2-TZVPD.

Atoms and positions in Å:
Fe  -0.5520  -0.1597  -0.5588
N  -3.1807  1.2131  -1.6090
P  -2.9702  -0.4571  -1.4406
C  -4.5799  -1.1499  -1.0394
C  -5.5876  -1.0743  -2.0039
C  -6.8337  -1.6052  -1.7201
C  -7.0703  -2.2212  -0.4952
C  -6.0687  -2.2935  0.4605
C  -4.8186  -1.7540  0.1913
C  -2.6811  -1.0671  -3.1053
C  -2.6991  -2.4529  -3.2815
C  -2.4709  -2.9882  -4.5362
C  -2.2128  -2.1444  -5.6121
C  -2.1921  -0.7713  -5.4356
C  -2.4184  -0.2259  -4.1785
C  -2.5348  2.1058  -0.7749
C  -2.9626  3.4300  -0.6816
C  -2.3358  4.2741  0.2007
C  -1.2901  3.7971  0.9915
C  -0.9100  2.4960  0.8357
N  -1.5111  1.6448  -0.0364
H  -4.0217  1.5557  -2.0569
H  -5.4011  -0.6272  -2.9731
H  -7.6186  -1.5509  -2.4623
H  -8.0409  -2.6523  -0.2911
H  -6.2585  -2.7701  1.4124
H  -4.0331  -1.8073  0.9365
H  -2.9042  -3.1105  -2.4431
H  -2.4983  -4.0597  -4.6802
H  -2.0200  -2.5641  -6.5901
H  -1.9914  -0.1182  -6.2739
H  -2.3742  0.8470  -4.0412
H  -3.7880  3.7679  -1.2930
H  -2.6644  5.3009  0.2896
H  -0.7708  4.4331  1.6925
H  -0.0959  2.0936  1.4180
C  -1.6444  -2.4527  7.0520
C  -1.9334  -1.3723  6.0225
N  -0.7776  -0.5219  5.7269
C  -0.2687  0.3380  6.8079
C  1.0253  -0.1923  7.4062
C  -0.2615  -0.3421  4.5079
O  0.5268  0.5502  4.2056
C  -0.6120  -1.3042  3.3949
C  -0.4569  -2.6827  3.4435
C  -0.5903  -3.4237  2.2769
C  -0.8405  -2.7704  1.0863
N  -0.9769  -1.4390  1.0352
C  -0.8787  -0.7350  2.1677
H  -2.5544  -3.0175  7.2521
H  -1.3098  -2.0226  7.9948
H  -0.8793  -3.1483  6.7042
H  -2.7331  -0.7239  6.3880
H  -2.2867  -1.8165  5.0932
H  -1.0531  0.4137  7.5601
H  -0.0948  1.3280  6.3894
H  0.8853  -1.1682  7.8695
H  1.3893  0.4964  8.1676
H  1.7904  -0.2781  6.6347
H  -0.2298  -3.1736  4.3817
H  -0.4851  -4.4992  2.2851
H  -0.9239  -3.3092  0.1509
H  -1.0120  0.3346  2.1022
F  1.0970  2.7902  -3.4537
C  1.0507  2.4949  -2.1568
F  2.3005  2.4862  -1.6907
F  0.3868  3.4765  -1.5342
S  1.0743  -0.1890  -3.0425
O  0.5801  0.0643  -4.3499
O  0.1094  -0.9968  -2.1924
O  0.4447  1.3075  -1.9467
C  4.1020  4.1840  -4.4439
C  4.6926  3.0196  -3.6923
C  5.7337  3.1910  -2.7875
C  6.2722  2.1187  -2.0903
C  5.7655  0.8419  -2.2760
N  6.3641  -0.2426  -1.5693
C  5.9001  -1.5387  -1.6023
O  6.5506  -2.5103  -1.8832
N  4.5411  -1.6649  -1.2838
C  3.7492  -0.8671  -0.4775
C  4.2092  0.1724  0.3370
C  3.3094  0.8297  1.1484
C  1.9698  0.4958  1.1083
N  1.5099  -0.4632  0.2934
C  2.3898  -1.1450  -0.4476
C  4.7151  0.6527  -3.1673
C  4.2031  1.7309  -3.8738
H  4.7516  5.0560  -4.4034
H  3.1363  4.4654  -4.0186
H  3.9266  3.9285  -5.4886
H  6.1377  4.1826  -2.6246
H  7.0963  2.2734  -1.4034
H  7.3623  -0.1903  -1.4187
H  4.1993  -2.5954  -1.4792
H  5.2571  0.4239  0.3632
H  3.6442  1.6051  1.8227
H  1.2689  0.9636  1.7820
H  1.9991  -1.9725  -1.0251
H  4.3331  -0.3425  -3.3537
H  3.4141  1.5622  -4.5997

Output
- E: -4649.5350 a.u.
- E_HOMO (alpha / beta): -12.22 / -12.22 eV
- Charge: +2
- Spin multiplicity: 6
- LUMO level (alpha / beta): -5.30 / -7.58 eV
- Gap between HOMO and LUMO (alpha / beta): 6.92 / 4.64 eV

These are the Löwdin partial charges, in e, on atoms 1 to 6:
1. Fe 0.966
2. N -0.074
3. P 1.059
4. C -0.353
5. C -0.075
6. C -0.045

***

Below is a structure of composition C41H42IN4O4S4Tl at a distorted geometry, with properties calculated with wB97M-V/def2-TZVPD.

Atoms and positions in Å:
Tl  1.4371  0.2175  -0.9004
C  3.3807  -2.5261  -2.4414
N  3.4720  -1.4662  -1.4192
C  3.6240  -2.0145  -0.0919
C  2.2759  -2.4777  0.4285
N  1.4392  -1.3449  0.8645
C  -0.0088  -1.6923  0.8718
C  1.9288  -0.8607  2.1386
C  1.5527  -1.5094  3.3134
C  2.0046  -1.0831  4.5498
C  2.8482  0.0222  4.6209
C  3.2003  0.6934  3.4648
C  2.7538  0.2661  2.2073
S  3.1623  1.2708  0.8339
C  4.4291  -0.4839  -1.8092
C  5.7185  -0.4092  -1.2948
C  6.6185  0.5279  -1.7776
C  6.2377  1.4034  -2.7930
C  4.9413  1.3638  -3.2783
C  4.0261  0.4245  -2.7873
S  2.3872  0.3733  -3.3977
H  2.6233  -3.2653  -2.1671
H  4.3389  -3.0519  -2.5366
H  3.1209  -2.0924  -3.4046
H  4.0005  -1.2348  0.5646
H  4.3320  -2.8513  -0.0645
H  2.4491  -3.1621  1.2636
H  1.7243  -3.0262  -0.3398
H  -0.1911  -2.7107  1.2291
H  -0.4181  -1.6115  -0.1304
H  -0.5464  -0.9994  1.5132
H  0.9014  -2.3754  3.2590
H  1.7028  -1.6103  5.4478
H  3.2192  0.3661  5.5800
H  3.8443  1.5677  3.5143
H  6.0381  -1.1023  -0.5225
H  7.6212  0.5637  -1.3698
H  6.9454  2.1204  -3.1924
H  4.6150  2.0425  -4.0564
I  -1.7317  4.4906  -4.2882
C  -1.8475  2.7807  -3.0926
C  -3.0686  2.1718  -2.8355
C  -3.0952  1.0584  -2.0106
C  -1.9068  0.6082  -1.4657
N  -0.7345  1.1798  -1.7526
C  -0.6925  2.2478  -2.5549
H  -3.9799  2.5556  -3.2722
H  -4.0218  0.5409  -1.7891
H  -1.8902  -0.2274  -0.7754
H  0.2852  2.6634  -2.7800
N  0.3729  -2.0136  -2.3422
C  -0.8977  -2.6638  -2.2113
C  -1.9725  -2.1890  -2.9581
C  -3.2510  -2.6633  -2.7190
C  -3.4631  -3.6132  -1.7222
C  -2.3828  -4.1607  -1.0437
C  -1.0944  -3.7007  -1.3095
S  -5.1734  -3.9705  -1.2572
O  -5.7229  -2.6416  -0.9937
O  -5.0717  -4.8012  -0.0679
O  -5.7543  -4.6157  -2.4169
H  1.1602  -2.6303  -2.1981
H  0.4756  -1.5300  -3.2209
H  -1.8008  -1.4222  -3.7110
H  -4.1075  -2.3073  -3.2858
H  -2.5665  -4.9400  -0.3108
H  -0.2406  -4.1254  -0.7858
O  -0.2544  1.5205  0.7694
S  -0.1556  1.8432  2.2449
C  -1.8741  1.7970  2.8518
C  -2.3855  0.4023  2.6524
C  -2.1722  -0.5814  3.6172
C  -2.5955  -1.8877  3.3946
C  -3.2149  -2.2280  2.1967
C  -3.4362  -1.2458  1.2336
C  -3.0248  0.0593  1.4649
C  0.0954  3.6584  2.3364
C  -0.9138  4.4220  1.5299
C  -1.9101  5.1686  2.1569
C  -2.8947  5.8042  1.4104
C  -2.8916  5.7012  0.0246
C  -1.8887  4.9791  -0.6107
C  -0.9045  4.3439  0.1351
H  -2.4457  2.5402  2.2961
H  -1.8134  2.0657  3.9109
H  -1.6812  -0.3174  4.5518
H  -2.4391  -2.6413  4.1601
H  -3.5489  -3.2442  1.9985
H  -3.9450  -1.5244  0.3154
H  -3.2076  0.8319  0.7211
H  1.1156  3.7911  1.9760
H  0.0519  3.8919  3.4042
H  -1.9082  5.2612  3.2394
H  -3.6681  6.3755  1.9113
H  -3.6696  6.1807  -0.5583
H  -1.8692  4.9156  -1.6952
H  -0.1262  3.7738  -0.3588

Output
- E: -4170.4407 a.u.
- E_HOMO: -7.66 eV
- ΔE to the lowest compared entry with this formula, charge and spin: 8.2 kcal/mol
- LUMO level: -1.87 eV
- Gap between HOMO and LUMO: 5.78 eV

These are the Löwdin partial charges, in e, on atoms 1 to 6:
1. Tl 0.791
2. C -0.059
3. N -0.231
4. C -0.186
5. C -0.142
6. N -0.213